--- A ---
Below is one molecule with the formula C6H15NO, with properties calculated with ωB97M-V/def2-TZVPD.

```
23
C6H15NO ωB97M-V/def2-TZVPD
C 2.40 -0.91 0.30
C 1.55 0.30 0.60
N 0.20 0.14 0.18
C -0.65 -0.25 1.39
C -1.85 -1.09 0.81
C -0.42 1.35 -0.48
C -0.56 0.99 -1.94
O -1.71 0.11 -2.04
H 1.93 -1.83 0.42
H 2.86 -0.80 -0.76
H 3.22 -0.96 1.04
H 1.62 0.42 1.66
H 1.87 1.25 0.13
H -0.94 0.63 1.97
H -0.02 -0.95 1.92
H -1.45 -1.32 -0.19
H -2.70 -0.44 0.69
H -2.09 -2.00 1.27
H -1.53 1.41 -0.26
H 0.19 2.40 -0.33
H 0.30 0.43 -2.28
H -0.84 1.88 -2.49
H -1.39 -0.76 -1.61
```

## Properties
* frontier orbital gap: 9.933 eV

---

--- B ---
Below is one molecule with the formula C6H15NO, with properties calculated with ωB97M-V/def2-TZVPD.

```
23
C6H15NO ωB97M-V/def2-TZVPD
C 2.19 -0.69 1.26
N 2.51 0.10 0.08
C 1.38 0.34 -0.82
C 0.34 1.36 -0.34
C -0.79 0.87 0.60
C -1.34 -0.56 0.41
C -2.44 -0.65 -0.65
O -2.06 -1.56 -1.67
H 3.10 -0.81 1.85
H 1.38 -0.29 1.89
H 1.88 -1.67 0.92
H 2.93 0.99 0.34
H 0.91 -0.63 -0.97
H 1.82 0.70 -1.75
H 0.87 2.12 0.24
H -0.03 1.88 -1.22
H -1.65 1.55 0.50
H -0.44 0.98 1.61
H -0.58 -1.28 0.13
H -1.72 -0.87 1.39
H -2.68 0.33 -1.06
H -3.39 -1.01 -0.21
H -2.19 -1.18 -2.54
```

## Properties
* frontier orbital gap: 9.461 eV

---

Most stable: B (next structure +118.8 kJ/mol)

---

--- A ---
Below is one molecule with the formula C6H15NO, with properties calculated with ωB97M-V/def2-TZVPD.

```
23
C6H15NO ωB97M-V/def2-TZVPD
C -1.62 2.71 -0.66
C -0.50 1.54 -0.94
C -0.93 0.11 -1.22
C -1.25 -0.89 -0.01
C -0.02 -0.97 0.95
N 1.33 -1.03 0.34
C 2.38 -1.33 1.21
O 2.72 -2.74 1.24
H -1.47 3.67 -1.24
H -1.76 3.08 0.38
H -2.68 2.49 -1.01
H 0.26 1.93 -1.69
H 0.22 1.65 -0.05
H -0.20 -0.54 -1.86
H -1.85 0.31 -1.88
H -2.05 -0.33 0.53
H -1.59 -1.74 -0.41
H -0.22 -1.82 1.64
H -0.06 0.02 1.50
H 1.34 -0.93 -0.61
H 2.14 -1.11 2.29
H 3.44 -0.89 0.97
H 2.37 -3.18 0.54
```

## Properties
* frontier orbital gap: 9.886 eV

---

--- B ---
Below is a 2-piece molecular cluster, C6H15NO overall, with properties calculated with ωB97M-V/def2-TZVPD.

```
23
C6H15NO ωB97M-V/def2-TZVPD
C 1.24 -2.82 -0.05
C 0.25 -2.89 -1.15
N 0.46 -2.34 -2.41
O -0.85 -3.37 -0.92
H 1.24 -3.65 0.65
H 0.97 -2.04 0.69
H 2.31 -2.70 -0.27
H -0.32 -2.57 -2.98
H 1.41 -2.27 -2.78
C -0.26 3.11 1.17
C -0.04 1.64 0.80
C -1.25 0.89 1.45
C -0.06 1.41 -0.69
H -1.24 3.45 0.80
H 0.49 3.83 0.85
H -0.35 3.24 2.25
H 0.85 1.27 1.30
H -2.05 0.76 0.72
H -0.88 -0.12 1.70
H -1.69 1.41 2.29
H 0.60 1.98 -1.32
H 0.22 0.37 -0.95
H -1.06 1.45 -1.13
```

## Properties
* frontier orbital gap: 10.673 eV

---

--- C ---
Below is one molecule with the formula C6H15NO, with properties calculated with ωB97M-V/def2-TZVPD.

```
23
C6H15NO ωB97M-V/def2-TZVPD
C -1.94 1.32 -2.30
C -0.83 0.34 -1.85
C 0.32 0.25 -2.88
C -0.36 0.73 -0.45
N 0.21 -0.41 0.26
C -0.12 -0.38 1.69
C 0.71 -1.34 2.53
O 1.86 -0.68 3.08
H -1.66 2.31 -1.94
H -2.91 1.02 -1.90
H -2.00 1.38 -3.38
H -1.27 -0.66 -1.84
H 0.31 -0.74 -3.31
H 1.31 0.32 -2.42
H 0.22 1.05 -3.61
H 0.41 1.51 -0.59
H -1.06 1.29 0.17
H 1.17 -0.65 0.10
H -0.02 0.61 2.16
H -1.20 -0.59 1.74
H 1.08 -2.13 1.87
H 0.16 -1.73 3.38
H 2.41 -0.36 2.37
```

## Properties
* frontier orbital gap: 9.552 eV

---

--- D ---
Below is a 3-piece molecular cluster, C6H15NO overall, with properties calculated with ωB97M-V/def2-TZVPD.

```
23
C6H15NO ωB97M-V/def2-TZVPD
C 1.41 0.02 -0.09
C -1.17 0.04 0.27
C -0.49 -1.04 -0.25
C 1.48 1.44 -0.55
C 1.88 -0.22 1.32
C -1.77 1.13 -0.57
N -2.50 -1.77 0.06
O 2.10 -0.76 -1.03
H 2.14 -1.68 -0.73
H -1.13 0.21 1.34
H -2.91 -1.74 1.00
H -3.21 -1.42 -0.58
H -0.46 -1.20 -1.32
H -0.15 -1.84 0.39
H 1.02 1.56 -1.53
H 2.53 1.76 -0.64
H 0.99 2.11 0.16
H 1.32 0.40 2.03
H 2.95 0.02 1.42
H 1.75 -1.27 1.62
H -2.80 1.31 -0.26
H -1.23 2.07 -0.43
H -1.77 0.87 -1.62
```

## Properties
* frontier orbital gap (alpha / beta): 7.759 / 7.182 eV

---

Most stable: B (next structure +97.6 kJ/mol)

---

--- A ---
Below is a 2-piece molecular cluster, C6H15NO overall, with properties calculated with ωB97M-V/def2-TZVPD.

```
23
C6H15NO ωB97M-V/def2-TZVPD
C -1.16 -1.56 -1.95
C -1.48 -0.89 -0.86
C -2.04 -1.60 0.32
C -1.20 0.58 -0.74
C -0.08 0.87 0.28
C 1.33 0.57 -0.25
N 2.02 -0.42 0.59
H -0.67 -1.13 -2.83
H -1.25 -2.63 -2.11
H -1.36 -1.70 1.17
H -2.35 -2.59 0.08
H -2.88 -1.08 0.81
H -1.01 1.05 -1.69
H -2.08 1.05 -0.28
H -0.23 0.29 1.18
H -0.17 1.92 0.53
H 1.32 0.29 -1.31
H 1.92 1.47 -0.14
H 3.02 -0.35 0.42
H 1.76 -1.38 0.40
O 2.34 2.76 2.04
H 2.73 2.08 2.59
H 1.51 2.40 1.73
```

## Properties
* frontier orbital gap: 10.340 eV

---

--- B ---
Below is one molecule with the formula C6H15NO, with properties calculated with ωB97M-V/def2-TZVPD.

```
23
C6H15NO ωB97M-V/def2-TZVPD
C 1.61 1.98 0.78
C 1.47 0.51 0.50
C -0.17 0.00 -0.03
C -1.10 0.06 1.17
C -0.60 0.93 -1.16
N 0.13 -1.29 -0.53
C -1.27 -1.97 -1.19
O 0.55 -2.15 0.52
H 1.55 2.57 -0.13
H 0.84 2.34 1.47
H 2.58 2.19 1.24
H 1.63 -0.09 1.39
H 2.15 0.18 -0.29
H -0.85 -0.72 1.88
H -2.13 -0.07 0.85
H -1.01 1.03 1.66
H -1.63 0.73 -1.45
H -0.55 1.96 -0.81
H 0.04 0.80 -2.02
H -1.10 -3.04 -1.10
H -1.27 -1.63 -2.22
H -2.22 -1.75 -0.70
H 1.35 -2.57 0.18
```

## Properties
* frontier orbital gap: 9.589 eV

---

--- C ---
Below is a 2-piece molecular cluster, C6H15NO overall, with properties calculated with ωB97M-V/def2-TZVPD.

```
23
C6H15NO ωB97M-V/def2-TZVPD
C 2.53 -0.51 0.42
C 2.05 0.31 1.35
C 1.25 1.51 0.93
C -0.18 1.49 1.47
C -0.93 0.19 1.19
C -0.84 -0.38 -0.24
N -2.18 -0.56 -0.86
H 3.28 -1.30 0.50
H 2.27 -0.40 -0.63
H 2.28 0.25 2.41
H 1.73 2.38 1.40
H 1.34 1.73 -0.15
H -0.69 2.44 1.27
H -0.16 1.56 2.57
H -0.60 -0.59 1.88
H -2.00 0.30 1.34
H -0.36 0.35 -0.89
H -0.25 -1.30 -0.28
H -2.77 -1.28 -0.50
H -2.64 0.33 -0.96
O -0.96 -1.65 -3.41
H -0.42 -1.72 -2.61
H -1.62 -1.03 -3.09
```

## Properties
* frontier orbital gap: 10.184 eV

---

Most stable: A (next structure +41.3 kJ/mol)

---

--- A ---
Below is a 2-piece molecular cluster, C6H15NO overall, with properties calculated with ωB97M-V/def2-TZVPD.

```
23
C6H15NO ωB97M-V/def2-TZVPD
C 0.02 0.88 -2.76
C 0.31 0.02 -1.58
C -0.59 -0.23 -0.62
C -1.98 0.44 -0.28
C -0.29 -1.43 0.22
C 0.64 -0.74 1.46
N 0.39 -1.41 2.73
H 0.49 0.61 -3.65
H -1.05 1.04 -2.89
H 0.38 1.90 -2.54
H 1.24 -0.50 -1.65
H -1.93 1.02 0.70
H -2.14 1.11 -1.08
H -2.71 -0.37 -0.28
H -1.16 -1.80 0.78
H 0.37 -2.24 -0.19
H 1.72 -1.05 1.16
H 0.48 0.41 1.34
H -0.51 -1.22 3.08
H 1.12 -1.39 3.35
O 1.76 2.06 0.97
H 2.33 1.36 1.40
H 1.11 1.52 0.30
```

## Properties
* frontier orbital gap: 9.427 eV

---

--- B ---
Below is a 2-piece molecular cluster, C6H15NO overall, with properties calculated with ωB97M-V/def2-TZVPD.

```
23
C6H15NO ωB97M-V/def2-TZVPD
C 0.01 0.85 1.62
C -1.04 0.16 0.78
C -1.47 -1.19 1.31
O -0.80 0.20 -0.67
C -1.94 0.92 -0.07
N -1.99 2.33 -0.09
H 0.51 1.64 1.06
H 0.77 0.13 1.93
H -0.45 1.28 2.51
H -2.23 -1.63 0.66
H -1.89 -1.07 2.31
H -0.62 -1.86 1.36
H -2.90 0.48 -0.32
H -2.32 2.68 -0.98
H -1.10 2.75 0.13
C 1.69 -0.93 -2.02
C 2.68 -1.00 -0.86
H 0.68 -0.63 -1.65
H 2.00 -0.18 -2.75
H 1.61 -1.89 -2.52
H 3.68 -1.23 -1.22
H 2.39 -1.78 -0.16
H 2.71 -0.05 -0.33
```

## Properties
* frontier orbital gap: 10.470 eV

---

Most stable: B (next structure +147.0 kJ/mol)